[1]
A structure of composition C23H21BBrN8O2Pt, computed with ωB97M-V with the def2-TZVPD basis set.

Summary:
- LUMO (alpha / beta): -3.68 / -3.68 eV
- Kohn-Sham gap (alpha / beta): 7.21 / 7.21 eV
- Energy relative to the best compared isomer or geometry (same formula, charge and spin): 0.0 kJ/mol
- Total charge: +1

Each line ends with the Mulliken charge.
Geometry (Å):
Pt -1.358 0.607 0.082  1.846
C -1.786 -1.127 -3.896  -0.946
C -1.638 -1.364 -2.528  -0.347
N -1.865 -0.248 -1.848  -0.716
N -2.148 0.729 -2.742  0.518
C -2.113 0.212 -3.981  -0.199
B -2.448 2.190 -2.300  -0.116
N -1.207 2.925 -1.722  0.518
C -0.515 3.954 -2.241  -0.221
C 0.529 4.262 -1.392  -0.912
C 0.402 3.355 -0.339  -0.353
N -0.646 2.568 -0.542  -0.700
N -3.475 2.100 -1.153  0.278
C -4.718 2.570 -1.000  -0.189
C -5.180 2.196 0.249  -1.037
C -4.134 1.479 0.821  0.030
N -3.121 1.437 -0.044  -0.110
H -1.693 -1.832 -4.703  0.454
H -1.384 -2.273 -2.007  0.507
H -2.339 0.832 -4.833  0.492
H -2.889 2.808 -3.222  -0.093
H -0.825 4.400 -3.172  0.492
H 1.260 5.042 -1.508  0.450
H 1.005 3.236 0.548  0.499
H -5.184 3.136 -1.789  0.446
H -6.139 2.411 0.687  0.426
H -4.056 1.001 1.784  0.448
C 1.334 0.785 -3.322  -1.219
O 1.039 0.400 -1.982  0.360
C 1.952 -0.354 -1.339  0.463
C 3.163 -0.747 -1.886  -0.709
C 4.042 -1.531 -1.145  -0.905
Br 5.683 -2.046 -1.918  -0.192
C 3.735 -1.929 0.130  -0.710
C 2.516 -1.540 0.694  0.812
C 1.618 -0.755 -0.033  0.738
O 0.428 -0.401 0.541  -1.719
C 2.134 -1.928 2.044  -0.043
N 0.985 -1.543 2.561  -0.155
C 0.922 -2.068 3.845  0.448
C -0.064 -1.972 4.823  -0.847
C 0.170 -2.618 6.020  -0.567
C 1.351 -3.342 6.244  -0.430
C 2.335 -3.444 5.281  -1.009
C 2.094 -2.792 4.079  0.443
N 2.842 -2.679 2.914  -0.050
H 2.231 1.405 -3.361  0.423
H 0.479 1.360 -3.658  0.203
H 1.456 -0.094 -3.959  0.421
H 3.432 -0.450 -2.887  0.599
H 4.437 -2.537 0.684  0.491
H 0.410 -0.885 1.563  0.838
H -0.973 -1.413 4.649  0.443
H -0.571 -2.568 6.806  0.395
H 1.493 -3.833 7.197  0.395
H 3.243 -4.003 5.460  0.403
H 3.748 -3.081 2.747  0.216

[2]
A structure of composition C23H21BF5N3O8V at a distorted geometry, computed with ωB97M-V with the def2-TZVPD basis set.

Summary:
- 2S+1: 2
- LUMO (alpha / beta): -1.45 / -0.86 eV
- Kohn-Sham gap (alpha / beta): 7.70 / 8.29 eV
- Energy relative to the best compared isomer or geometry (same formula, charge and spin): 179.3 kJ/mol

Each line ends with the Löwdin spin population.
Geometry (Å):
V -1.433 1.140 0.567  1.079
O -1.014 0.409 -2.037  0.008
C 0.372 0.098 -1.970  -0.001
C 0.983 0.754 -0.674  -0.002
O 2.106 0.579 -0.319  -0.005
O 0.031 1.430 -0.039  -0.035
C 0.413 -1.420 -1.819  0.000
C 0.258 -2.208 -2.955  0.000
C 0.124 -3.582 -2.840  0.000
C 0.140 -4.178 -1.587  0.000
C 0.280 -3.396 -0.452  0.000
C 0.413 -2.019 -0.565  0.000
C 1.190 0.664 -3.119  0.000
C 2.385 0.056 -3.491  0.000
C 3.152 0.592 -4.512  0.000
C 2.737 1.742 -5.169  0.000
C 1.564 2.368 -4.780  0.000
C 0.796 1.839 -3.753  0.000
H -1.162 1.229 -2.532  0.000
H 0.226 -1.730 -3.926  0.000
H -0.003 -4.185 -3.729  0.000
H 0.038 -5.251 -1.494  0.000
H 0.283 -3.856 0.529  0.000
H 0.523 -1.421 0.333  0.000
H 2.717 -0.833 -2.972  0.000
H 4.079 0.111 -4.795  0.000
H 3.329 2.155 -5.975  0.000
H 1.241 3.280 -5.265  0.000
H -0.098 2.374 -3.450  0.000
N -4.993 1.323 2.256  0.001
C -3.804 1.607 1.751  0.000
O -3.077 0.712 1.256  -0.008
C -3.276 3.004 1.760  -0.007
C -1.746 2.890 1.679  -0.058
H -5.349 0.382 2.207  0.000
H -5.582 2.051 2.617  0.000
H -3.624 3.571 2.626  -0.002
H -3.658 3.491 0.858  0.000
H -1.303 2.781 2.665  0.002
H -1.294 3.727 1.157  -0.002
F -1.387 3.424 -1.308  0.002
B -2.691 3.064 -1.720  0.000
F -3.001 1.838 -0.951  0.007
F -2.695 2.740 -3.057  0.000
F -3.614 4.026 -1.368  0.000
F 4.133 -2.409 1.905  0.000
C 3.115 -2.442 2.766  0.000
C 2.329 -1.373 2.938  0.000
N 1.257 -1.389 3.803  0.001
C 0.498 -0.173 4.061  -0.001
C 0.236 0.609 2.774  0.006
O 0.912 1.580 2.508  0.004
O -0.782 0.170 2.076  0.011
C 0.903 -2.535 4.503  0.000
O -0.066 -2.598 5.231  0.000
N 1.752 -3.600 4.302  0.000
C 2.908 -3.673 3.517  0.000
O 3.598 -4.662 3.509  0.000
H 2.500 -0.453 2.390  0.000
H 1.044 0.479 4.743  0.000
H -0.448 -0.470 4.503  0.000
H 1.534 -4.430 4.833  0.000

[3]
A structure of composition C23H21BiN8O4S4Se, computed with ωB97M-V with the def2-TZVPD basis set.

Summary:
- LUMO (alpha / beta): 3.56 / 3.55 eV
- Kohn-Sham gap (alpha / beta): 3.33 / 3.24 eV
- Energy relative to the best compared isomer or geometry (same formula, charge and spin): 220.3 kJ/mol
- Total charge: -2

Each line ends with the Mulliken charge.
Geometry (Å):
Bi -0.361 0.158 1.028  2.100
N -1.785 -2.433 1.066  -0.442
C -0.852 -3.513 1.411  -0.691
C 0.024 -3.927 0.218  -0.495
C 1.444 -3.357 0.191  0.472
O 2.360 -4.017 -0.302  -0.762
O 1.577 -2.184 0.700  -0.537
H -2.355 -2.141 1.854  0.225
H -2.391 -2.688 0.296  0.159
H -1.372 -4.404 1.789  0.383
H -0.215 -3.146 2.220  0.352
H -0.456 -3.587 -0.707  0.260
H 0.115 -5.010 0.147  0.290
O -0.246 0.135 8.390  -0.661
C -0.250 0.236 7.180  0.570
S -1.705 0.221 6.190  -0.186
C -0.936 0.458 4.620  -0.086
C 0.403 0.575 4.621  0.070
S 1.446 0.821 3.247  -0.550
S 1.190 0.468 6.196  -0.195
S -2.043 0.552 3.262  -0.595
Se -4.155 0.836 -6.235  -0.098
N -2.465 0.317 -5.775  -1.011
C -2.441 0.394 -4.435  0.626
C -1.265 0.051 -3.663  0.519
C -0.113 -0.422 -4.257  -0.384
C 0.998 -0.760 -3.467  -1.348
C 0.908 -0.579 -2.100  -0.314
N -0.168 -0.099 -1.479  0.473
C -1.294 0.191 -2.228  -0.771
C -2.449 0.602 -1.570  -0.763
N -2.449 0.700 -0.179  0.298
C -3.579 1.084 0.427  -0.356
C -4.752 1.381 -0.234  -1.124
C -4.776 1.293 -1.637  -0.431
C -3.641 0.913 -2.318  0.479
C -3.620 0.820 -3.767  0.698
N -4.693 1.120 -4.513  -1.008
H -0.104 -0.533 -5.334  0.456
H 1.902 -1.172 -3.897  0.421
H 1.743 -0.847 -1.465  0.342
H -3.540 1.177 1.504  0.363
H -5.620 1.686 0.336  0.411
H -5.666 1.520 -2.210  0.475
C 5.646 1.306 -0.176  -1.084
N 4.343 1.447 0.433  0.043
C 3.622 2.706 0.328  -0.469
C 2.203 2.211 0.388  0.153
O 1.230 3.026 0.459  -0.426
N 2.130 0.919 0.379  0.421
C 3.406 0.441 0.401  -0.124
N 3.613 -0.825 0.406  -0.133
H 6.320 2.060 0.227  0.352
H 5.600 1.411 -1.266  0.342
H 6.066 0.331 0.060  0.321
H 3.817 3.219 -0.617  0.342
H 3.833 3.377 1.161  0.313
H 2.651 -1.520 0.561  0.115
H 4.551 -1.176 0.506  0.146
C -0.154 2.457 0.590  -0.684
H -0.594 3.032 1.401  0.273
H -0.635 2.691 -0.359  0.468

[4]
A structure of composition C23H21BiN9O5S, computed with ωB97M-V with the def2-TZVPD basis set.

Summary:
- LUMO: -3.60 eV
- Kohn-Sham gap: 7.06 eV
- Energy relative to the best compared isomer or geometry (same formula, charge and spin): 82.9 kJ/mol
- Total charge: +1

Each line ends with the Mulliken charge.
Geometry (Å):
Bi -0.469 0.227 -0.187  1.577
C 1.398 0.913 3.318  -1.085
C 0.230 0.012 3.138  0.063
N -0.407 -0.309 2.016  0.441
C -1.453 -1.161 2.348  -0.204
C -1.428 -1.366 3.685  0.163
N -0.368 -0.629 4.147  -0.056
C -2.214 -2.137 4.697  0.530
O -3.250 -2.824 4.276  -0.516
O -1.853 -2.067 5.845  -0.588
C -2.368 -1.674 1.295  0.983
O -3.242 -2.475 1.589  -0.814
O -2.117 -1.235 0.111  -0.669
H 1.771 1.233 2.352  0.070
H 2.197 0.390 3.843  0.410
H 1.115 1.788 3.904  0.368
H -0.126 -0.605 5.131  0.282
H -3.384 -2.704 3.291  0.433
N 4.294 1.426 -0.051  -0.047
C 5.216 0.349 0.060  -0.072
C 6.572 0.603 -0.022  -0.680
C 7.481 -0.441 0.104  -0.604
C 7.027 -1.733 0.310  -0.711
C 5.662 -1.981 0.386  -0.718
C 4.759 -0.940 0.260  1.046
S 3.041 -1.302 0.347  -0.228
N 2.286 0.231 0.169  -0.085
C 2.943 1.321 0.016  0.610
C 2.177 2.632 -0.028  0.548
C 2.806 3.851 -0.208  -0.804
C 2.065 5.025 -0.169  -0.614
C 0.709 4.946 0.055  -0.801
C 0.147 3.691 0.205  0.015
N 0.848 2.554 0.158  0.193
H 4.705 2.334 -0.135  -0.065
H 6.925 1.616 -0.183  0.402
H 8.541 -0.236 0.041  0.397
H 7.728 -2.551 0.409  0.398
H 5.301 -2.992 0.545  0.415
H 3.865 3.931 -0.393  0.424
H 2.554 5.980 -0.309  0.448
H 0.082 5.825 0.108  0.497
H -0.918 3.588 0.362  0.097
N -2.132 1.544 0.356  -0.752
C -3.025 2.295 0.556  0.709
N -4.000 3.015 0.782  -0.583
C -4.145 4.327 0.869  0.470
N -4.305 5.467 0.964  -0.459
C -0.881 -2.394 -2.763  -0.802
N -0.365 -3.504 -1.970  0.180
C -0.416 -4.883 -2.478  -0.968
C 0.204 -3.277 -0.795  -0.180
O 0.334 -2.172 -0.254  -0.451
H -1.286 -2.784 -3.692  0.349
H -0.079 -1.693 -3.010  0.299
H -1.682 -1.888 -2.225  0.210
H -1.128 -4.925 -3.297  0.327
H -0.762 -5.558 -1.699  0.377
H 0.554 -5.214 -2.843  0.335
H 0.572 -4.178 -0.293  0.495

no.,energy (eV)
1,-114168.897
2,-85001.967
3,-158831.884
4,-64511.268